No. 1
The following is a DFT calculation (ωB97M-V/def2-TZVPD) of a 8-piece molecular cluster, C32H34BF7NO25 overall.

The geometry in ORCA input format:
```
! wB97M-V def2-TZVPD RIJCOSX def2/J DEFGRID3
* xyz -1 1
C 5.842 -4.107 0.823
C 6.216 -4.110 -0.447
C 6.118 -2.941 -1.390
C 5.120 -3.341 -2.529
C 3.796 -2.667 -2.280
C 2.903 -3.165 -1.335
C 1.737 -2.449 -1.055
C 1.495 -1.249 -1.707
C 2.376 -0.772 -2.675
C 3.524 -1.488 -2.969
C 5.806 -1.597 -0.714
O 6.156 -0.703 -1.731
B 7.517 -1.194 -2.050
O 8.477 -0.571 -0.975
N 8.233 0.734 -0.907
O 8.239 1.153 0.215
O 7.416 -2.657 -1.882
H 5.310 -3.257 1.226
H 6.038 -4.934 1.487
H 6.657 -5.014 -0.852
H 5.012 -4.422 -2.591
H 5.539 -3.003 -3.474
H 3.106 -4.071 -0.785
H 1.048 -2.806 -0.303
H 0.629 -0.646 -1.483
H 2.212 0.171 -3.175
H 4.244 -1.144 -3.694
H 6.495 -1.598 0.141
H 4.827 -1.444 -0.261
H 7.973 -0.858 -3.126
C -2.131 2.236 -0.620
C -3.519 1.644 -0.660
O -3.258 0.261 -0.766
C -2.051 0.037 -0.164
O -1.653 -1.030 0.157
O -1.380 1.200 0.023
F -4.220 2.050 -1.754
H -1.730 2.407 -1.620
H -2.076 3.160 -0.052
H -4.120 1.833 0.231
C 4.830 2.005 -0.790
C 4.414 3.252 -0.050
O 3.054 3.397 -0.433
C 2.584 2.146 -0.710
O 1.429 1.881 -0.816
O 3.594 1.271 -0.838
F 5.104 4.351 -0.453
H 5.164 2.218 -1.806
H 5.602 1.435 -0.281
H 4.473 3.176 1.037
C 0.599 -0.835 3.388
C -0.445 0.212 3.095
O 0.022 1.333 3.827
C 1.383 1.221 3.893
O 2.110 2.105 4.203
O 1.776 -0.023 3.553
F -1.671 -0.149 3.578
H 0.393 -1.365 4.307
H 0.725 -1.551 2.581
H -0.536 0.476 2.044
C -5.171 1.931 -4.888
C -4.731 3.317 -5.292
O -3.512 3.066 -5.962
C -3.593 1.808 -6.496
O -2.870 1.383 -7.328
O -4.628 1.128 -5.942
F -4.500 4.105 -4.214
H -4.735 1.630 -3.937
H -6.251 1.822 -4.836
H -5.415 3.832 -5.969
C -3.987 8.726 -5.164
C -5.427 8.466 -4.786
O -5.312 7.438 -3.822
C -4.091 7.591 -3.220
O -3.774 7.076 -2.206
O -3.305 8.424 -3.945
F -6.153 8.010 -5.839
H -3.650 8.050 -5.951
H -3.801 9.753 -5.467
H -5.941 9.321 -4.344
C -1.280 -5.663 6.365
C -2.032 -4.360 6.485
O -1.021 -3.401 6.222
C -0.107 -3.996 5.405
O 0.717 -3.411 4.786
O -0.282 -5.338 5.391
F -2.515 -4.164 7.741
H -0.797 -5.937 7.305
H -1.905 -6.484 6.026
H -2.839 -4.242 5.767
C -6.421 -2.629 5.506
C -7.499 -3.683 5.625
O -6.878 -4.818 5.045
C -5.537 -4.685 5.233
O -4.743 -5.555 5.103
O -5.231 -3.418 5.597
F -8.604 -3.365 4.912
H -6.454 -2.129 4.537
H -6.455 -1.886 6.297
H -7.791 -3.918 6.650
*
```

Orbital gap: 6.82 eV

***

No. 2
The following is a DFT calculation (ωB97M-V/def2-TZVPD) of one molecule with the formula C5H9NO.

The geometry in ORCA input format:
```
! wB97M-V def2-TZVPD RIJCOSX def2/J DEFGRID3
* xyz 0 1
C -0.520 1.688 -0.614
C -0.859 0.496 -0.127
N -1.868 0.132 0.793
C -0.184 -0.723 -0.768
C 1.258 -0.938 -0.141
C 1.515 0.102 0.997
O 2.362 0.936 1.020
H -1.181 2.603 -0.332
H 0.005 1.814 -1.575
H -2.616 -0.476 0.465
H -1.444 -0.380 1.558
H -0.799 -1.592 -0.520
H -0.060 -0.624 -1.867
H 1.479 -1.994 0.167
H 1.966 -0.726 -0.941
H 0.947 -0.317 1.886
*
```

Structure (SMILES): C=C(N)CCC=O
Orbital gap: 10.23 eV

***

No. 3
The following is a DFT calculation (ωB97M-V/def2-TZVPD) of an isolated ion of composition C2H8N3 and charge +1.

The geometry in ORCA input format:
```
! wB97M-V def2-TZVPD RIJCOSX def2/J DEFGRID3
* xyz 1 1
C 1.375 -0.172 -1.494
N 0.875 -0.037 -0.077
C -0.369 -0.076 0.417
N -0.500 0.059 1.744
N -1.414 0.139 -0.413
H 0.721 0.423 -2.200
H 2.406 0.380 -1.714
H 1.381 -1.173 -1.942
H 1.570 -0.427 0.511
H 0.306 0.221 2.361
H -1.494 0.155 1.921
H -2.348 0.058 -0.064
H -1.310 0.723 -1.186
*
```

Structure (SMILES): CNC(N)=[NH2+]
Orbital gap: 11.70 eV

***

No. 4
The following is a DFT calculation (ωB97M-V/def2-TZVPD) of C2BrClI2O as an isolated structure.

The geometry in ORCA input format:
```
! wB97M-V def2-TZVPD RIJCOSX def2/J DEFGRID3
* xyz 0 1
C 1.046 0.429 -0.205
C -0.542 -0.128 0.179
O 1.538 1.159 0.600
Cl 1.694 -0.183 -1.629
Br -0.470 -0.625 2.090
I -2.079 1.261 -0.066
I -1.188 -1.912 -0.969
*
```

Orbital gap: 8.66 eV

***

No. 5
The following is a DFT calculation (ωB97M-V/def2-TZVPD) of C23H26IrN6O4PS as an isolated structure.

The geometry in ORCA input format:
```
! wB97M-V def2-TZVPD RIJCOSX def2/J DEFGRID3
* xyz 0 1
Ir 0.105 0.158 0.233
O 2.394 -0.049 3.416
S 1.958 0.512 2.171
O 2.572 1.769 1.799
O 0.392 0.647 2.209
O 2.065 -0.447 0.978
N 0.419 -0.209 -1.851
C 0.488 1.056 -2.569
C 0.424 1.140 -3.929
C 0.515 2.395 -4.566
C 0.702 3.531 -3.830
C 0.776 3.465 -2.420
C 0.950 4.599 -1.589
C 0.955 4.445 -0.237
C 0.748 3.165 0.317
N 0.594 2.098 -0.431
C 0.642 2.219 -1.789
H 1.363 -0.597 -1.802
H -0.144 -0.879 -2.365
H 0.301 0.241 -4.522
H 0.447 2.447 -5.644
H 0.779 4.497 -4.313
H 1.063 5.575 -2.044
H 1.086 5.286 0.428
H 0.696 3.009 1.384
C -1.954 0.575 -0.034
C -2.316 1.786 -0.821
C -2.359 3.055 -0.236
C -2.584 4.188 -0.993
C -2.790 4.078 -2.368
C -2.811 2.819 -2.963
C -2.584 1.696 -2.190
C -2.945 5.257 -3.173
N -3.039 6.196 -3.830
H -2.400 -0.289 -0.539
H -2.406 0.634 0.961
H -2.186 3.146 0.830
H -2.591 5.166 -0.530
H -2.996 2.731 -4.026
H -2.602 0.718 -2.659
C 0.564 -4.622 2.153
N -0.235 -3.731 2.985
C -1.647 -4.051 2.804
N -2.091 -4.000 1.408
C -1.237 -4.889 0.622
N 0.193 -4.602 0.734
C 0.525 -3.317 0.120
P -0.365 -1.932 0.944
C 0.044 -2.323 2.693
C -2.063 -2.629 0.888
H 0.430 -5.643 2.517
H 1.616 -4.352 2.249
H -2.251 -3.363 3.398
H -1.816 -5.066 3.169
H -1.532 -4.834 -0.428
H -1.402 -5.909 0.974
H 0.262 -3.347 -0.943
H 1.599 -3.131 0.196
H -0.544 -1.673 3.343
H 1.092 -2.090 2.883
H -2.441 -2.624 -0.138
H -2.730 -1.996 1.479
*
```

Orbital gap: 7.76 eV

***

No. 6
The following is a DFT calculation (ωB97M-V/def2-TZVPD) of C14H10N6O4S3Ta as an isolated structure.

The geometry in ORCA input format:
```
! wB97M-V def2-TZVPD RIJCOSX def2/J DEFGRID3
* xyz 3 1
Ta 0.241 -0.026 -0.137
N -2.491 -1.922 1.024
C -1.351 -2.575 0.839
N -0.201 -2.007 0.397
C 0.822 -2.971 0.296
C 0.467 -4.202 0.681
S -1.189 -4.248 1.171
C 2.090 -2.452 -0.178
C 3.227 -3.103 -0.436
S 4.498 -2.008 -0.837
C 3.431 -0.678 -0.634
N 2.153 -1.038 -0.334
N 3.881 0.562 -0.756
H -2.653 -1.018 0.611
H -3.307 -2.420 1.349
H 1.072 -5.095 0.718
H 3.411 -4.165 -0.394
H 4.862 0.724 -0.932
H 3.320 1.366 -0.533
O -3.597 -0.103 -1.730
C -2.586 0.433 -1.899
O -1.389 0.014 -1.004
C -1.971 1.406 -2.835
C -2.022 1.314 -4.225
C -0.994 1.887 -4.987
C 0.161 2.353 -4.373
C 0.156 2.416 -2.978
C -0.960 2.123 -2.236
N 1.362 2.345 -2.202
O 2.398 2.805 -2.503
O 1.267 1.602 -1.111
H -2.809 0.754 -4.715
H -1.041 1.837 -6.066
H 1.050 2.588 -4.946
H -0.971 2.306 -1.174
S -0.262 2.125 3.914
C -0.107 1.429 2.585
N 0.027 0.854 1.484
*
```

Orbital gap: 5.60 eV

***

No. 7
The following is a DFT calculation (ωB97M-V/def2-TZVPD) of C27H43BrCrN2P2 as an isolated structure.

The geometry in ORCA input format:
```
! wB97M-V def2-TZVPD RIJCOSX def2/J DEFGRID3
* xyz 2 5
N 3.472 -3.086 -6.969
C 3.275 -4.041 -6.051
C 2.819 -3.746 -4.755
C 2.602 -2.401 -4.385
C 2.767 -1.412 -5.389
C 3.222 -1.811 -6.656
C 2.119 -2.108 -3.048
Cr -0.171 -0.251 -0.026
P -3.092 0.663 1.737
C 1.660 -0.934 -2.523
C 0.377 -1.080 -1.857
C -0.772 -0.179 -2.048
C -2.030 -0.805 -2.230
C -2.242 -2.109 -1.751
C -1.269 -2.663 -0.882
C 0.095 -2.246 -1.057
Br -3.696 -3.133 -2.226
H 1.952 -3.037 -2.502
H 2.122 0.035 -2.738
H 2.633 -4.569 -4.054
H 2.556 -0.361 -5.167
H 3.481 -5.074 -6.344
H 3.385 -1.063 -7.426
H -0.536 0.867 -2.299
H 0.811 -3.097 -0.997
H -2.753 -0.343 -2.918
H -1.509 -3.565 -0.341
P 1.446 1.417 1.053
C -4.394 -0.500 1.353
C -5.828 0.088 1.402
H -4.311 -1.392 2.013
H -4.119 -0.835 0.333
H -6.562 -0.678 1.113
H -6.094 0.419 2.413
H -5.947 0.953 0.740
C -3.067 2.134 0.753
C -3.980 3.266 1.277
H -3.321 1.838 -0.284
H -2.027 2.493 0.704
H -4.027 4.085 0.543
H -5.010 2.931 1.461
H -3.591 3.673 2.222
C -2.089 0.314 3.157
C -2.809 0.684 4.465
H -1.121 0.838 3.046
H -1.855 -0.766 3.080
H -2.087 0.936 5.251
H -3.458 1.559 4.334
H -3.438 -0.133 4.831
C 1.992 1.559 2.818
C 3.316 2.308 3.070
H 2.007 0.540 3.251
H 1.155 2.111 3.290
H 4.180 1.640 2.933
H 3.437 3.181 2.407
H 3.319 2.671 4.108
C 0.484 2.938 0.797
C 0.392 3.346 -0.661
H 0.924 3.709 1.454
H -0.519 2.700 1.195
H 1.371 3.568 -1.101
H -0.096 2.568 -1.266
H -0.226 4.245 -0.732
C 3.019 1.493 0.126
C 3.852 0.216 0.340
H 3.549 2.387 0.496
H 2.773 1.641 -0.943
H 3.955 -0.328 -0.615
H 4.865 0.485 0.689
H 3.391 -0.467 1.078
C 1.793 -2.616 3.159
C 1.311 -1.866 2.037
N 0.439 -1.387 1.406
H 1.304 -2.222 4.065
H 2.891 -2.529 3.216
H 1.537 -3.668 3.025
*
```

Orbital gap (alpha / beta): 5.02 / 5.34 eV

***

No. 8
The following is a DFT calculation (ωB97M-V/def2-TZVPD) of one molecule with the formula C2H3F2NO.

The geometry in ORCA input format:
```
! wB97M-V def2-TZVPD RIJCOSX def2/J DEFGRID3
* xyz 0 1
N 1.571 0.233 -0.049
C 0.406 -0.564 0.074
O -0.630 -0.703 -0.969
C -1.254 0.038 -0.026
F -2.202 -0.567 0.760
F -1.597 1.386 -0.210
H 1.522 0.878 0.733
H 1.741 0.720 -1.056
H 0.444 -1.422 0.743
*
```

Structure (SMILES): N[C@@H]1OC1(F)F
Orbital gap: 9.91 eV

***

No. 9
The following is a DFT calculation (ωB97M-V/def2-TZVPD) of C54H48F6GeMoN5O4P2S3Si as an isolated structure.

The geometry in ORCA input format:
```
! wB97M-V def2-TZVPD RIJCOSX def2/J DEFGRID3
* xyz -1 1
Mo -0.089 -0.836 -0.050
C -0.509 2.272 2.477
Si -0.426 1.623 0.704
C 0.932 2.699 -0.107
C 0.625 4.169 -0.313
C 1.665 4.781 -2.094
C 2.564 3.643 -2.505
C 2.762 2.516 -1.819
C 1.953 2.045 -0.674
P 2.016 0.277 -0.131
C 3.345 -0.447 -1.166
C 4.695 -0.238 -0.891
C 5.672 -0.736 -1.743
C 5.307 -1.431 -2.890
C 3.964 -1.634 -3.178
C 2.988 -1.152 -2.315
C 2.873 0.421 1.508
C 3.195 1.633 2.111
C 3.794 1.667 3.370
C 4.090 0.487 4.033
C 3.777 -0.732 3.437
C 3.167 -0.757 2.195
C -1.994 2.420 -0.086
C -3.138 2.495 0.721
C -4.344 3.005 0.258
C -4.433 3.471 -1.042
C -3.316 3.420 -1.867
C -2.103 2.897 -1.420
P -0.586 2.875 -2.484
C -1.190 3.360 -4.141
C -0.602 4.403 -4.859
C -0.928 4.626 -6.193
C -1.842 3.802 -6.834
C -2.425 2.751 -6.133
C -2.097 2.528 -4.805
C 0.151 4.438 -1.796
C -0.731 5.661 -1.922
C -0.525 6.861 -1.377
C 0.601 7.261 -0.512
C 1.638 6.501 -0.162
C 1.861 5.074 -0.573
H -0.853 3.313 2.456
H 0.478 2.244 2.950
H -1.199 1.704 3.111
H -0.062 4.535 0.450
H 1.789 5.645 -2.745
H 3.170 3.801 -3.392
H 3.501 1.827 -2.215
H 4.988 0.316 -0.006
H 6.720 -0.578 -1.512
H 6.071 -1.811 -3.560
H 3.665 -2.166 -4.074
H 1.944 -1.319 -2.539
H 2.967 2.559 1.598
H 4.032 2.621 3.827
H 4.557 0.513 5.010
H 3.997 -1.662 3.949
H 2.881 -1.699 1.753
H -3.094 2.121 1.740
H -5.210 3.031 0.911
H -5.367 3.870 -1.420
H -3.401 3.784 -2.884
H 0.119 5.055 -4.375
H -0.463 5.445 -6.731
H -2.087 3.965 -7.876
H -3.127 2.091 -6.628
H -2.534 1.683 -4.279
H -1.614 5.546 -2.540
H -1.259 7.634 -1.581
H 0.563 8.273 -0.123
H 2.379 6.933 0.504
H 2.799 4.697 -0.169
F -4.243 0.063 -2.154
C -4.036 -1.231 -1.931
F -3.035 -1.665 -2.661
F -5.143 -1.919 -2.223
S -3.706 -1.424 -0.131
O -2.348 -0.945 0.076
O -4.759 -0.690 0.497
N -3.861 -2.949 0.239
S -2.826 -4.102 -0.080
O -1.729 -3.738 -0.935
O -2.548 -4.830 1.137
C -3.863 -5.244 -1.052
F -5.034 -5.457 -0.454
F -4.076 -4.755 -2.268
F -3.217 -6.405 -1.151
N -4.409 -7.339 7.301
C -3.848 -6.530 6.712
C -3.134 -5.496 5.971
C -2.228 -4.682 6.627
C -1.556 -3.686 5.933
C -1.801 -3.503 4.584
C -2.699 -4.324 3.920
C -3.362 -5.320 4.618
N -1.128 -2.469 3.872
C -0.322 -1.460 4.386
C 0.115 -0.760 3.315
N -0.392 -1.321 2.146
C -1.119 -2.326 2.524
H -2.039 -4.828 7.682
H -0.835 -3.070 6.453
H -2.893 -4.207 2.863
H -4.063 -5.961 4.099
H -0.154 -1.311 5.438
H 0.773 0.087 3.297
H -1.628 -3.007 1.861
C 1.699 -5.297 -0.949
Ge 2.135 -3.874 0.297
C 4.056 -3.569 0.219
C 1.667 -4.469 2.102
C 1.009 -2.357 -0.107
H 2.215 -6.218 -0.668
H 1.993 -5.018 -1.963
H 0.621 -5.475 -0.942
H 4.558 -4.528 0.383
H 4.408 -2.865 0.973
H 4.340 -3.188 -0.764
H 2.311 -5.295 2.415
H 0.628 -4.817 2.109
H 1.764 -3.650 2.823
H 0.080 -2.684 -0.694
S -0.319 -0.910 -4.820
C -0.350 -0.633 -3.207
N -0.376 -0.437 -2.057
*
```

Orbital gap: 6.08 eV

***

No. 10
The following is a DFT calculation (ωB97M-V/def2-TZVPD) of one molecule with the formula C18H22N4O.

The geometry in ORCA input format:
```
! wB97M-V def2-TZVPD RIJCOSX def2/J DEFGRID3
* xyz 0 1
C -7.456 -1.256 0.251
C -6.088 -0.656 0.149
C -4.998 -1.415 -0.260
C -3.741 -0.854 -0.367
C -3.550 0.493 -0.063
C -2.248 1.103 -0.170
N -1.941 2.330 0.095
C -0.597 2.447 -0.151
C 0.171 3.598 0.027
N 0.867 4.502 0.166
C -0.132 1.209 -0.580
N 1.090 0.836 -1.024
C 1.472 -0.558 -1.059
C 1.779 -1.151 0.344
N 3.079 -0.956 0.913
C 4.162 -1.819 0.499
C 5.043 -1.245 -0.618
C 5.560 0.130 -0.203
C 4.379 1.038 0.129
C 3.519 0.386 1.222
O -1.168 0.355 -0.591
C -4.639 1.263 0.349
C -5.888 0.690 0.452
H -8.086 -0.888 -0.558
H -7.413 -2.340 0.187
H -7.928 -0.977 1.192
H -5.136 -2.460 -0.497
H -2.901 -1.454 -0.685
H 1.820 1.504 -0.818
H 2.336 -0.654 -1.716
H 0.637 -1.109 -1.496
H 1.610 -2.230 0.293
H 1.042 -0.736 1.042
H 3.747 -2.783 0.198
H 4.797 -1.984 1.379
H 5.876 -1.925 -0.802
H 4.473 -1.159 -1.546
H 6.162 0.568 -1.002
H 6.196 0.024 0.679
H 4.729 2.009 0.482
H 3.798 1.203 -0.781
H 2.646 1.003 1.450
H 4.128 0.324 2.134
H -4.479 2.303 0.582
H -6.728 1.289 0.771
*
```

Structure (SMILES): Cc1ccc(-c2nc(C#N)c(NCCN3CCCCC3)o2)cc1
Orbital gap: 8.25 eV

***

no.,E_tot (hartree),maximum force (eV Å⁻¹)
1,-3899.60646,1.1
2,-325.83179,3.7
3,-245.02686,3.1
4,-3781.00333,4.0
5,-2365.49982,0.5
6,-2419.59101,0.2
7,-5464.57812,4.6
8,-407.63836,4.8
9,-7572.41445,1.4
10,-993.35825,1.7